# 1
Below is an isolated molecule of C7H9BNO4P, with properties calculated with ωB97M-V/def2-TZVPD.

Structure (ORCA input):
```
! wB97M-V def2-TZVPD RIJCOSX def2/J DEFGRID3
* xyz 0 1
N 1.69436 2.19310 -0.55601
P 0.90683 1.82115 0.76428
C -0.50413 0.73478 0.49479
C -0.38188 -0.59660 0.54048
C 0.88982 -1.33394 0.77592
B 1.85658 -1.22387 -0.48918
O 1.34286 -1.26377 -1.76427
O 3.22290 -1.10207 -0.31029
C -1.61937 -1.42106 0.30912
O -1.75252 -2.51481 0.82910
C -2.63764 -0.80933 -0.57293
C -2.72747 0.51418 -0.63834
C -1.83266 1.33850 0.20704
O -2.16713 2.41810 0.66707
H 1.22903 1.80829 -1.36620
H 1.76837 1.09789 1.60990
H 0.41740 2.93353 1.46714
H 1.37519 -1.06580 1.70480
H 0.63756 -2.39025 0.86239
H 1.62250 -0.44787 -2.18716
H 3.39132 -0.24409 0.08988
H -3.28382 -1.43371 -1.15965
H -3.44810 0.98764 -1.27788
*
```

Results
- F_max (eV Å⁻¹) = 1.4
- frontier orbital gap (eV) = 7.690
- energy (a.u.) = -994.0812

=====

# 2
Below is a structure of composition C20H38Br4Cl3CoGeN4O7P3S2, with properties calculated with ωB97M-V/def2-TZVPD.

Structure (ORCA input):
```
! wB97M-V def2-TZVPD RIJCOSX def2/J DEFGRID3
* xyz -1 1
Co 0.18088 0.83056 0.13845
Br 5.58374 1.77338 3.95267
C 3.82104 1.43088 3.36252
C 2.76214 1.40303 4.25721
Br 3.04792 1.73554 6.09643
C 1.46673 1.11898 3.79954
Br -0.03952 1.14981 4.93578
C 1.22917 0.85098 2.46539
O 0.05334 0.51792 1.94858
C 2.30665 0.91938 1.54831
O 2.00748 0.67313 0.27600
C 3.58354 1.19425 2.00009
Br 4.95351 1.20568 0.70312
C -2.34798 3.60467 -3.48078
N -1.05778 2.94539 -3.38970
C 0.09720 3.80063 -3.66836
P -0.74788 1.43556 -2.86847
O 0.29316 1.31245 -1.81387
O -2.22198 0.93176 -2.41553
P -2.78582 0.79490 -0.89767
O -1.75965 1.23717 0.08585
N -3.40181 -0.70928 -0.87040
C -3.63490 -1.25365 0.47243
C -3.29726 -1.70235 -1.92544
N -4.08641 1.78131 -0.73666
C -5.26761 1.57646 -1.55442
C -4.00419 3.09809 -0.11682
N -0.31507 0.55695 -4.18216
C -1.25964 0.49711 -5.28796
C 0.53714 -0.62486 -4.06082
H -2.41460 4.41064 -2.74730
H -3.15224 2.89665 -3.30312
H -2.47223 4.02531 -4.48412
H 0.05842 4.68863 -3.03800
H 0.10233 4.09394 -4.72274
H 1.02465 3.27659 -3.44438
H -3.47909 -0.48477 1.22797
H -2.93307 -2.06449 0.67216
H -4.66166 -1.62114 0.55043
H -3.13127 -1.22049 -2.88536
H -4.23674 -2.26063 -1.97124
H -2.47366 -2.39389 -1.73498
H -5.26680 0.57663 -1.98384
H -5.31772 2.31112 -2.36612
H -6.16695 1.68588 -0.94307
H -3.06224 3.21093 0.40790
H -4.82421 3.20995 0.59716
H -4.07822 3.89407 -0.86348
H -1.86665 1.40080 -5.31999
H -1.92380 -0.36943 -5.19719
H -0.71414 0.41668 -6.23014
H 1.15637 -0.54996 -3.17134
H 1.17847 -0.68191 -4.94306
H -0.05570 -1.54071 -3.98587
Cl 2.27899 4.26252 -0.58717
Ge 0.50762 3.34390 0.38028
Cl 0.75615 4.23399 2.39792
Cl -1.04881 4.79292 -0.40473
C 2.12374 -4.79877 4.48501
C 1.01784 -3.76511 4.35142
C 1.41684 -2.41611 4.92601
O 0.59604 -3.67696 2.97892
P 1.33806 -2.67822 1.91662
S -0.24259 -2.93184 0.48047
S -0.07395 -1.29648 -0.77862
O 2.47703 -3.75764 1.42459
C 3.68358 -3.32466 0.76605
C 3.37443 -2.57460 -0.51692
C 4.55009 -2.52447 1.72611
H 2.36604 -4.94876 5.53948
H 3.01900 -4.46121 3.96215
H 1.81434 -5.75023 4.05278
H 0.12850 -4.12339 4.87589
H 2.35981 -2.06415 4.50078
H 1.54099 -2.49524 6.00734
H 0.65498 -1.66574 4.71822
H 4.18976 -4.26230 0.52255
H 2.88755 -1.61726 -0.31447
H 2.70748 -3.16412 -1.14817
H 4.29923 -2.37387 -1.06168
H 4.00749 -1.64734 2.08419
H 5.45826 -2.17789 1.23178
H 4.82613 -3.13322 2.58964
*
```

Results
- F_max (eV Å⁻¹) = 0.9
- frontier orbital gap (eV) = 6.411
- energy (a.u.) = -18487.8678
- relative energy (zero: lowest compared OMol25 entry of this formula, charge and spin) (kcal/mol) = 33.04

=====

# 3
Below is a structure of composition C3H5LiO4Rb, with properties calculated with ωB97M-V/def2-TZVPD.

Structure (ORCA input):
```
! wB97M-V def2-TZVPD RIJCOSX def2/J DEFGRID3
* xyz 0 2
O -1.37592 -0.31597 -0.97915
C -0.51866 0.23620 -1.74190
O -0.92349 0.86880 -2.74721
O 0.67800 0.58736 -1.29130
Li -2.55854 -0.20001 -2.59783
C 0.91678 0.62300 0.16513
C 1.42685 -0.72041 0.64364
H -0.04320 1.06237 0.57454
H 1.68111 1.39771 0.29661
H 0.70796 -1.53004 0.45200
H 2.36416 -0.98037 0.13424
H 1.65375 -0.67026 1.71702
O -1.35089 0.48421 3.71852
Rb -2.65791 -0.84259 1.65569
*
```

Results
- F_max (eV Å⁻¹) = 4.2
- frontier orbital gap (alpha / beta) (eV) = 5.759 / 4.877
- energy (a.u.) = -449.8330
- relative energy (zero: lowest compared OMol25 entry of this formula, charge and spin) (kcal/mol) = 33.69

=====

# 4
Below is a structure of composition C7H11AlI2N2OS, with properties calculated with ωB97M-V/def2-TZVPD.

Structure (ORCA input):
```
! wB97M-V def2-TZVPD RIJCOSX def2/J DEFGRID3
* xyz -2 1
C 1.98145 -1.62126 -1.87236
I 0.52643 -3.73411 -2.32980
H 3.05499 -1.39686 -1.81934
H 1.58384 -1.34958 -2.85476
H 1.86727 -2.73169 -1.57196
C -0.72037 3.29408 -2.49990
C 0.00191 2.35032 -0.58782
N -1.06501 2.50521 -1.42257
H 1.19022 4.31415 -2.90574
I 1.04081 1.78616 2.96708
N 0.98511 3.10963 -1.13299
H -1.40977 3.53512 -3.29337
Al 0.34310 0.95950 0.74064
C 1.26641 -0.78980 -0.80765
O 1.89609 0.18449 -0.24029
C 0.56195 3.67368 -2.31477
C 2.31226 3.29742 -0.58801
H 2.68846 4.27831 -0.90215
H 2.99426 2.52477 -0.97052
H 2.28277 3.23626 0.50791
C -2.37024 1.91359 -1.21786
H -3.04515 2.25211 -2.01699
H -2.79451 2.20604 -0.24037
H -2.28527 0.81385 -1.23561
S -0.39600 -0.99438 -0.36117
*
```

Results
- F_max (eV Å⁻¹) = 6.8
- frontier orbital gap (alpha / beta) (eV) = 0.055 / 3.810
- energy (a.u.) = -1694.0772
- relative energy (zero: lowest compared OMol25 entry of this formula, charge and spin) (kcal/mol) = 0.00

=====

# 5
Below is a cluster of 2 separate species, C12H23Br2Cl2FN in total, with properties calculated with ωB97M-V/def2-TZVPD.

Structure (ORCA input):
```
! wB97M-V def2-TZVPD RIJCOSX def2/J DEFGRID3
* xyz 1 1
C 0.96319 -1.22722 3.93903
C 0.97801 -0.20035 2.78878
C 0.21292 -0.68929 1.55297
Cl -1.50783 -0.14157 1.64611
C 0.81148 -0.19617 0.23410
Cl 2.45315 -0.93400 0.05473
C 1.01305 1.31679 0.11939
C 1.40671 1.50845 -1.33868
N 0.79873 0.30653 -2.06477
C -0.00661 -0.45020 -1.03252
C -0.55433 -1.79667 -1.49494
C 0.39230 -2.86010 -2.06051
C 1.06731 -3.74475 -1.02523
F 2.16039 -4.35324 -1.58949
H 0.22737 -2.01521 3.77218
H 1.93579 -1.70566 4.05321
H 0.72301 -0.75248 4.88900
H 2.00661 0.00915 2.49799
H 0.51009 0.72200 3.12914
H 0.16514 -1.77889 1.55592
H 0.06498 1.82219 0.30190
H 1.78421 1.68905 0.79093
H 1.00417 2.42417 -1.76365
H 2.48405 1.49677 -1.49414
H 1.49056 -0.25529 -2.55465
H 0.13548 0.66803 -2.75145
H -0.86722 0.20216 -0.90655
H -1.14532 -2.20447 -0.67137
H -1.27455 -1.54799 -2.28139
H 1.14825 -2.43034 -2.72784
H -0.20565 -3.51741 -2.69700
H 1.41397 -3.19882 -0.15284
H 0.38421 -4.52843 -0.69000
Br -2.40207 2.29459 -2.06036
C -3.07161 2.83985 -0.30692
C -2.76634 4.28829 -0.04278
Br -0.88036 4.54665 0.34821
H -2.59813 2.18793 0.41978
H -4.14202 2.65299 -0.33119
H -3.31096 4.62848 0.83434
H -3.00214 4.92447 -0.88943
*
```

Results
- F_max (eV Å⁻¹) = 0.9
- frontier orbital gap (eV) = 10.375
- energy (a.u.) = -6693.8604

=====

# 6
Below is a structure of composition C36H18Br3F10N3O7PS4V, with properties calculated with ωB97M-V/def2-TZVPD.

Structure (ORCA input):
```
! wB97M-V def2-TZVPD RIJCOSX def2/J DEFGRID3
* xyz -1 2
V 0.85683 0.69991 -0.33184
F 1.70597 -6.56566 -3.63207
C 1.36689 -5.43768 -3.00217
C 0.24249 -5.39643 -2.19841
F -0.50973 -6.49320 -2.04789
C -0.09059 -4.21637 -1.55490
F -1.19013 -4.27818 -0.79116
C 0.65682 -3.04539 -1.66287
P 0.08248 -1.60668 -0.58234
C 0.12279 -2.57736 0.98094
C 1.42135 -2.75691 1.46120
C 1.64901 -3.43580 2.64589
C 0.57601 -3.93273 3.37394
C -0.71728 -3.75807 2.90293
C -0.94585 -3.08937 1.70945
C -1.61251 -1.54243 -1.29450
C -2.76934 -1.33636 -0.55149
C -3.99364 -1.18430 -1.18338
C -4.07853 -1.21947 -2.56740
C -2.92781 -1.40304 -3.31851
C -1.70395 -1.56052 -2.68504
C 1.77221 -3.11049 -2.49824
Br 2.87224 -1.64189 -2.87476
C 2.12322 -4.28916 -3.14691
F 3.19180 -4.35972 -3.94933
H 2.26669 -2.34166 0.91613
H 2.66139 -3.55568 3.00824
H 0.74665 -4.44503 4.31071
H -1.55943 -4.13074 3.46986
H -1.96035 -2.99144 1.36182
H -2.72880 -1.26635 0.52002
H -4.87860 -1.02931 -0.58171
H -5.03594 -1.09877 -3.05620
H -2.97722 -1.42330 -4.39856
H -0.81165 -1.68942 -3.28778
F 2.40919 1.23589 4.38511
C 3.21451 0.40130 3.74985
F 2.93430 -0.84581 4.13224
F 4.47186 0.67471 4.09560
S 3.04751 0.52929 1.92053
O 1.61863 0.25960 1.66956
O 4.00917 -0.39795 1.42836
N 3.34865 2.06014 1.63489
S 2.08660 3.02836 1.45123
O 1.20860 3.12315 2.57695
O 1.44644 2.91621 0.13190
C 2.97671 4.63060 1.36673
F 3.66810 4.83699 2.48495
F 2.05727 5.59269 1.24622
F 3.80305 4.70516 0.33636
Br 5.69891 1.57470 -1.30385
C 4.14255 2.11066 -2.22161
C 4.26762 3.04433 -3.27358
C 3.18202 3.43145 -3.99978
Br 3.40935 4.67959 -5.41909
C 1.89418 2.90678 -3.71119
C 0.70089 3.21549 -4.41094
C -0.46792 2.63573 -4.02062
C -0.48137 1.76280 -2.91342
N 0.60513 1.46241 -2.23647
C 1.79828 2.00205 -2.65160
C 2.92846 1.56987 -1.88188
O 2.70804 0.68787 -0.94070
H 5.24643 3.44408 -3.49903
H 0.73025 3.90520 -5.24359
H -1.39882 2.84304 -4.52955
H -1.41021 1.32624 -2.56201
O -3.66396 -1.52441 3.13887
S -2.84270 -0.40678 3.52431
O -2.14322 -0.45268 4.77357
N -1.80614 -0.08199 2.29262
C -2.09932 1.02408 1.68651
S -1.32626 1.62056 0.28886
C -3.23404 1.80030 2.30641
C -3.77262 3.02176 1.94645
C -4.84100 3.50768 2.68991
C -5.35558 2.78410 3.76425
C -4.81394 1.55663 4.12516
C -3.74762 1.09827 3.37747
H -3.35975 3.57195 1.11240
H -5.27967 4.46217 2.43545
H -6.18927 3.18499 4.32518
H -5.20278 0.98975 4.95733
*
```

Results
- F_max (eV Å⁻¹) = 1.2
- frontier orbital gap (alpha / beta) (eV) = 6.740 / 6.039
- energy (a.u.) = -13672.5827
- relative energy (zero: lowest compared OMol25 entry of this formula, charge and spin) (kcal/mol) = 13.59